[1]
ORCA calculation (wB97M-V/def2-TZVPD) on a 2-piece molecular cluster, C5H12NO overall.

Each line ends with the Mulliken charge.
Element x y z (Å)
1 O 0.552 3.932 -1.107  -0.647
2 N 1.260 0.707 0.237  0.028
3 C 1.063 -0.636 -0.140  -0.187
4 C 2.117 1.459 -0.397  -0.182
5 C 0.042 -1.246 0.506  -0.302
6 C -1.051 -2.182 0.070  -0.358
7 C -2.256 -2.004 1.073  -1.242
8 H -0.132 -0.969 1.560  0.285
9 H 2.074 2.517 -0.541  0.366
10 H -2.360 -0.928 1.119  0.424
11 H 2.529 0.944 -1.244  0.238
12 H 1.061 0.738 1.236  0.292
13 H -0.728 -3.223 0.063  0.319
14 H 1.259 -0.919 -1.188  0.271
15 H -1.846 -2.604 1.876  0.320
16 H 1.112 4.376 -1.765  0.324
17 H -0.246 4.466 -1.097  0.314
18 H -1.337 -1.903 -0.952  0.382
19 H -3.113 -2.526 0.690  0.356

Charge   +1
Energy   -8907.72897 eV
Max |F|   0.070 Eh/bohr
ΔE to the lowest compared entry with this formula, charge and spin   2.900 eV
2S+1   1
HOMO   -14.0 eV



[2]
ORCA calculation (wB97M-V/def2-TZVPD) on a 2-piece molecular cluster, C5H12NO overall.

Each line ends with the Mulliken charge.
Element x y z (Å)
1 O -2.034 0.079 -0.178  -0.426
2 N -0.131 -0.819 0.393  -0.029
3 C -2.858 0.821 0.311  -0.036
4 C -0.234 -1.700 -0.620  -0.700
5 C 0.667 1.138 -0.899  -1.502
6 C 1.963 -0.140 0.946  -1.614
7 C 0.596 0.370 0.404  0.723
8 H -0.197 -1.324 -1.664  0.385
9 H 1.128 2.020 -0.727  0.488
10 H 1.289 0.499 -1.478  0.430
11 H 0.606 -2.457 -0.609  0.409
12 H -1.044 -2.512 -0.341  0.338
13 H -3.912 0.830 -0.010  0.275
14 H 2.003 -0.663 1.853  0.461
15 H -0.357 1.234 -1.136  0.375
16 H 2.538 -0.679 0.345  0.523
17 H -2.845 1.507 1.199  0.230
18 H 0.166 1.016 1.195  0.303
19 H 2.656 0.781 1.015  0.366

Charge   +1
Energy   -8905.17913 eV
Max |F|   0.092 Eh/bohr
ΔE to the lowest compared entry with this formula, charge and spin   5.450 eV
2S+1   1
HOMO   -14.9 eV



[3]
ORCA calculation (wB97M-V/def2-TZVPD) on an isolated ion of composition C5H12NO and charge +1.

Each line ends with the Mulliken charge.
Element x y z (Å)
1 O -1.374 1.119 1.795  -0.594
2 N -0.037 -0.734 1.235  -0.325
3 C -0.948 1.458 0.503  -0.689
4 C 0.638 -1.802 -1.930  -0.914
5 C 0.911 0.451 -0.766  -0.681
6 C 1.368 -0.787 -1.410  -0.258
7 C -0.371 0.154 -0.045  0.245
8 H -0.120 -0.182 2.165  0.360
9 H 2.445 -0.704 -1.698  0.339
10 H 0.758 1.089 -1.646  0.358
11 H 0.953 -1.058 1.135  0.391
12 H -1.172 -0.525 -0.562  0.286
13 H -1.002 1.775 2.421  0.361
14 H 1.655 0.990 -0.141  0.437
15 H -0.267 2.300 0.416  0.405
16 H -0.364 -1.948 -2.088  0.322
17 H -1.791 1.730 -0.123  0.305
18 H -0.677 -1.532 1.279  0.352
19 H 1.238 -2.597 -2.287  0.301

Charge   +1
Energy   -8908.71729 eV
Max |F|   0.074 Eh/bohr
ΔE to the lowest compared entry with this formula, charge and spin   1.912 eV
2S+1   1
HOMO   -13.5 eV



[4]
ORCA calculation (wB97M-V/def2-TZVPD) on a 2-piece molecular cluster, C5H12NO2 overall.

Each line ends with the Mulliken charge.
Element x y z (Å)
1 O 0.295 0.331 1.639  -0.629
2 O 0.815 -0.819 -0.559  -0.790
3 N 1.250 1.140 -1.966  -0.473
4 C 1.750 -0.079 -1.217  -0.758
5 C -0.465 -0.756 2.084  -0.608
6 C -1.826 -0.873 1.414  -0.084
7 C 0.525 2.077 -1.176  -0.633
8 C -1.999 -1.726 0.409  -0.576
9 H 0.081 -1.696 1.889  0.271
10 H -0.647 -0.742 3.170  0.354
11 H -2.625 -0.209 1.735  0.320
12 H -1.164 -2.184 -0.090  0.199
13 H 0.229 2.972 -1.781  0.270
14 H 1.205 2.418 -0.376  0.224
15 H 2.237 -0.701 -2.019  0.315
16 H -2.998 -1.910 -0.017  0.242
17 H -0.386 1.654 -0.670  0.245
18 H 0.617 -0.027 0.727  0.499
19 H 2.494 0.421 -0.566  0.336
20 H 0.613 0.710 -2.629  0.275

Charge   -1
Energy   -10963.77422 eV
Max |F|   0.037 Eh/bohr
ΔE to the lowest compared entry with this formula, charge and spin   3.216 eV
2S+1   1
HOMO   -3.7 eV